1.
# C13H22N3O2

A cluster of 3 separate species, C13H22N3O2 in total at a distorted geometry (wB97M-V/def2-TZVPD, the Open Molecules 2025 dataset).

As for the calculated total energy: -822.989636 Ha. For the HOMO energy, the calculation gives -11.06 eV. As for the total charge: +1. The HOMO-LUMO gap is 6.8 eV.

Last column: Löwdin charge in e.
Element x y z (Å)
C: -2.092 -0.397 3.824  -0.18
H: -5.119 -1.469 4.398  0.19
O: 1.707 -0.095 -5.112  0.00
C: 3.119 3.110 -4.333  -0.05
H: -1.248 -2.044 0.248  0.08
H: 3.283 0.234 -2.883  0.08
H: -2.950 -2.340 4.165  0.15
C: -3.130 -1.282 4.071  0.04
H: -0.418 -3.393 -0.564  0.09
H: 0.083 -0.278 5.552  0.08
C: 0.249 -0.217 4.480  0.06
C: -0.676 -0.803 3.672  -0.11
H: -3.884 2.470 3.858  0.13
H: 4.102 3.359 -4.735  0.09
H: -0.397 -1.532 2.921  0.10
H: -1.558 1.653 3.528  0.14
H: 4.323 0.121 -4.306  0.10
C: -0.286 -2.412 -0.116  -0.05
C: -4.669 0.498 4.151  -0.02
H: 0.396 -2.489 0.734  0.08
H: 3.054 3.475 -3.306  0.09
H: 2.358 3.606 -4.931  0.08
N: -4.374 -0.806 4.223  0.11
N: 2.919 1.673 -4.362  -0.20
H: -5.683 0.829 4.304  0.15
N: 0.254 -1.495 -1.100  -0.19
H: 1.249 -2.789 -2.410  0.10
C: 1.916 1.104 -5.054  -0.35
H: 1.098 0.345 4.111  0.08
C: 0.523 -1.975 -2.447  -0.04
H: 1.282 1.835 -5.581  0.14
O: 0.283 0.236 0.375  -0.02
H: -0.400 -2.342 -2.898  0.10
H: 4.581 1.424 -3.124  0.09
H: 0.899 0.387 -1.557  0.13
H: 0.923 -1.175 -3.066  0.06
C: 0.489 -0.226 -0.738  -0.35
C: -3.673 1.415 3.901  0.01
C: -2.365 0.970 3.732  0.06
C: 3.833 0.816 -3.625  -0.04

Forces on the atoms, in the same order (eV/Å):
C 0.34 -1.22 0.72
H -0.07 0.04 0.06
O 0.00 -0.03 0.18
C 0.12 -0.18 0.09
H -0.01 -0.06 0.03
H 0.07 -0.03 0.03
H -0.26 -0.16 0.03
C 0.30 0.63 -0.25
H 0.01 0.01 -0.04
H -0.63 1.57 0.07
C -0.55 -0.16 -0.24
C 0.39 0.10 0.54
H -0.24 0.06 -0.01
H -0.02 0.09 0.00
H 0.02 1.00 -1.11
H 0.08 0.08 -0.05
H 0.03 -0.03 0.06
C 0.05 0.21 0.06
C 0.08 0.84 -0.06
H -0.03 -0.07 0.02
H 0.01 0.09 -0.03
H -0.02 -0.03 -0.02
N -0.04 -0.42 -0.03
N -0.01 0.12 0.06
H -0.18 -0.35 0.01
N 0.02 -0.04 -0.11
H 0.00 0.00 -0.09
C -0.05 0.03 -0.13
H 1.06 -1.48 0.01
C -0.06 -0.08 0.16
H 0.02 0.01 0.00
O -0.11 -0.12 0.15
H 0.05 -0.01 -0.09
H -0.02 0.04 -0.01
H -0.01 -0.01 -0.01
H -0.01 -0.01 -0.02
C 0.06 0.16 -0.04
C 0.37 -0.20 0.05
C -0.61 -0.31 0.16
C -0.13 -0.07 -0.14


2.
# C13H23BN6OSiTi

A structure of composition C13H23BN6OSiTi at a distorted geometry (wB97M-V/def2-TZVPD, the Open Molecules 2025 dataset).

As for the calculated total energy: -2076.150464 Ha. For the HOMO energy (alpha / beta), the calculation gives -14.95 / -14.95 eV. As for the multiplicity: 3. Its expectation value of S² is 2.0220. As for the total charge: +2. The HOMO-LUMO gap (alpha / beta) is 7.5 / 4.7 eV.

Last column: Mulliken spin population.
Element x y z (Å)
H: -3.156 4.919 -0.767  0.00
C: -3.968 1.928 -1.698  0.00
C: 4.045 0.305 0.946  0.00
H: -1.648 4.659 0.182  0.00
C: 0.288 -4.275 1.053  0.32
C: -0.208 0.091 -2.822  0.01
C: 0.139 -1.029 -3.569  0.01
H: -4.194 1.347 1.403  0.00
H: -4.634 3.049 1.223  0.00
H: 2.243 -2.906 -0.664  0.00
Ti: 0.561 1.862 -0.231  1.00
H: 0.012 1.169 1.465  0.04
C: 2.985 1.203 0.922  0.00
H: 5.060 0.516 1.210  0.00
C: -3.776 2.356 1.260  0.00
N: 0.827 -1.348 -1.516  -0.01
C: 0.804 -1.904 -2.743  0.01
H: 2.895 2.212 1.326  -0.01
N: 2.266 -0.828 0.278  0.00
H: 0.518 3.028 0.790  0.10
N: 0.484 -2.960 0.710  0.01
H: -2.005 -2.587 2.704  0.01
H: 1.270 -2.886 -2.898  0.00
H: -4.423 0.952 -1.481  0.00
H: -0.718 2.652 2.122  -0.01
B: 1.445 -2.088 -0.269  0.00
C: 3.583 -0.929 0.515  0.00
H: -0.824 0.955 -3.083  0.00
N: -0.431 -2.222 1.405  0.31
H: -1.660 4.346 -1.584  0.00
H: -3.173 2.624 2.139  0.00
H: -0.057 -1.219 -4.615  0.00
N: 1.917 0.500 0.406  -0.02
C: -0.786 -4.349 1.955  0.35
C: 0.213 2.281 1.694  -0.07
Si: -2.794 2.523 -0.362  -0.01
H: 1.031 2.309 2.407  0.00
C: -2.255 4.299 -0.660  0.01
C: -1.205 -3.005 2.122  0.01
H: 4.072 -1.881 0.316  0.00
H: -4.776 2.675 -1.743  0.00
H: -3.478 1.885 -2.678  0.00
O: -1.271 1.812 -0.483  -0.03
H: -1.203 -5.212 2.429  0.00
N: 0.346 -0.030 -1.605  -0.02
H: 0.899 -5.060 0.640  0.00

Forces on the atoms, in the same order (eV/Å):
H 0.43 0.18 0.02
C 0.44 -0.03 0.07
C 0.97 0.53 0.18
H -0.17 0.13 -0.16
C 2.32 2.48 -2.33
C 0.97 -0.47 0.46
C -0.36 -0.57 -1.61
H 0.24 0.29 -0.04
H 0.40 -0.15 -0.12
H -0.17 0.30 0.16
Ti -3.14 -6.78 -6.66
H 0.04 1.00 0.34
C 0.02 -2.49 -0.73
H 0.24 0.11 0.19
C 0.65 -0.21 -0.12
N 0.20 0.40 0.04
C -0.49 0.10 0.50
H 0.21 -0.21 -0.50
N 0.54 0.43 0.53
H -0.57 2.28 4.05
N -0.26 -1.35 0.51
H -0.10 -0.10 0.19
H -0.51 0.59 -0.08
H 0.16 0.25 -0.05
H 0.23 0.30 -0.08
B 0.63 1.03 -1.58
C -0.71 0.26 0.23
H 0.54 -0.26 0.04
N -0.87 0.98 0.51
H -0.23 0.13 0.20
H -0.26 -0.07 -0.01
H -0.10 0.16 0.12
N 0.29 -0.17 1.40
C -1.48 1.12 1.05
C -0.52 0.65 1.86
Si -1.23 0.88 -0.31
H -0.09 0.15 0.15
C -0.48 -0.31 0.06
C 0.42 -0.53 -0.34
H 0.04 0.42 0.38
H 0.18 -0.22 -0.07
H -0.23 0.01 0.09
O 2.50 0.07 0.67
H 0.00 -0.40 0.05
N -0.74 -0.83 0.79
H 0.07 -0.10 -0.03


3.
# C13H23BNO5

A cluster of 3 separate species, C13H23BNO5 in total at a distorted geometry (wB97M-V/def2-TZVPD, the Open Molecules 2025 dataset).

As for the calculated total energy: -964.853899 Ha. For the HOMO energy, the calculation gives -4.30 eV. As for the total charge: -1. The HOMO-LUMO gap is 7.2 eV.

Last column: Löwdin charge in e.
Element x y z (Å)
H: -4.503 1.058 1.645  0.11
H: 1.759 -0.153 1.431  0.08
C: 0.624 0.422 -4.725  -0.16
H: -1.592 0.785 2.472  0.10
O: 0.976 1.019 -0.656  -0.21
C: 1.377 0.732 3.392  -0.20
B: -0.336 -2.062 -2.857  -0.35
C: -2.322 -0.425 0.852  -0.19
O: -2.437 0.518 -0.224  -0.14
H: -2.166 2.480 0.310  0.12
H: -1.126 1.249 -6.228  0.03
C: 3.622 1.146 3.865  -0.23
C: -2.975 1.741 0.292  -0.21
H: 1.031 -2.675 -4.680  0.05
H: 4.340 0.545 1.889  0.11
H: -3.096 -1.188 0.711  0.11
H: -3.472 2.320 2.341  0.11
C: 0.716 -0.323 -1.030  -0.47
H: 3.631 -0.758 2.860  0.11
C: -2.538 0.348 2.136  -0.17
H: -0.649 0.180 -2.748  0.16
C: -3.478 1.443 1.690  -0.19
N: 1.331 -0.117 -3.520  -0.01
H: 2.158 1.566 1.570  0.11
C: -0.165 0.917 -5.671  0.02
H: -1.343 -0.908 0.813  0.11
C: 0.237 -0.558 -2.561  -0.17
H: 1.009 -0.243 3.729  0.11
O: 2.290 1.224 4.387  -0.16
H: 0.705 -4.049 -3.474  0.08
O: 0.842 -1.241 -0.131  -0.11
H: -3.765 2.105 -0.370  0.11
H: -2.286 -2.041 -2.270  0.11
H: 0.528 1.414 3.303  0.10
H: 1.931 -0.909 -3.804  0.10
C: 0.233 -3.105 -3.973  -0.04
C: 2.160 0.609 2.101  -0.18
O: -1.459 -2.542 -2.026  0.02
H: -0.651 -3.443 -4.658  0.08
H: -2.935 -0.271 2.945  0.11
H: 4.288 0.718 4.619  0.11
H: 3.955 2.166 3.643  0.11
C: 3.552 0.305 2.606  -0.18

Forces on the atoms, in the same order (eV/Å):
H 0.03 0.06 0.02
H -0.01 0.26 -0.03
C -3.61 1.60 -3.36
H -0.07 -0.09 -0.05
O -1.43 -5.80 -2.80
C -0.05 -0.19 0.02
B -0.89 -0.52 1.28
C 0.23 -0.39 -0.23
O -0.39 0.12 0.30
H -0.03 0.04 0.00
H 2.59 -0.76 1.16
C -0.02 0.24 0.15
C 0.41 0.05 -0.33
H -1.15 -0.56 1.06
H -0.07 0.00 0.04
H -0.04 -0.07 0.08
H 0.00 -0.02 -0.07
C 1.49 4.56 4.30
H 0.07 0.05 -0.01
C 0.36 0.01 0.30
H 1.58 -1.19 0.69
C -0.50 0.15 0.11
N -2.21 1.10 -3.02
H -0.10 -0.21 -0.06
C 3.08 -2.62 5.46
H -0.05 0.09 -0.18
C -0.87 0.13 0.32
H -0.09 -0.03 -0.03
O 0.22 -0.02 0.02
H -1.00 1.56 -0.81
O -0.74 1.19 -3.57
H 0.05 -0.06 -0.06
H 1.38 -0.51 0.78
H 0.09 0.02 0.10
H -0.53 0.65 0.12
C 0.24 -0.55 -0.58
C -0.16 0.21 -0.21
O 0.40 1.33 -2.38
H 1.52 0.42 1.31
H 0.02 0.01 -0.07
H -0.09 0.06 0.11
H 0.12 0.00 -0.03
C 0.21 -0.32 0.14


4.
# C13H23BaClGaN

A structure of composition C13H23BaClGaN at a distorted geometry (wB97M-V/def2-TZVPD, the Open Molecules 2025 dataset).

As for the calculated total energy: -2974.222717 Ha. For the HOMO energy, the calculation gives 0.26 eV. As for the total charge: -2. The HOMO-LUMO gap is 3.7 eV.

Last column: Löwdin charge in e.
Element x y z (Å)
H: 0.422 3.154 0.991  0.13
H: 2.110 5.269 2.357  0.06
C: 1.658 0.462 1.438  -0.19
N: 2.210 4.103 0.612  -0.31
C: 2.756 -0.033 3.548  -0.12
H: 2.025 1.403 -1.811  -0.05
H: -4.609 -3.664 -1.762  -0.13
H: -2.899 -2.006 2.671  -0.10
H: 3.805 1.620 4.477  0.08
H: 2.567 -0.279 -2.006  -0.03
H: 3.388 3.618 -1.044  0.08
C: 3.450 4.171 -0.094  -0.10
H: 3.686 5.225 -0.291  0.07
Cl: 1.024 -2.424 -0.301  0.07
H: -4.656 -2.336 2.665  -0.13
C: 1.991 -0.438 2.437  -0.13
C: -3.888 -1.586 2.413  -0.49
C: -1.285 0.313 -0.202  -0.56
H: 3.059 3.270 2.778  0.09
C: 1.441 2.877 0.657  -0.15
H: -1.399 0.965 0.697  -0.13
H: 2.149 6.161 0.813  0.07
H: -4.056 -0.678 3.020  -0.12
H: 4.281 3.732 0.485  0.07
C: 1.691 0.363 -1.859  -0.24
C: -3.821 -2.916 -1.953  -0.50
H: 0.660 5.281 1.332  0.08
H: 3.002 -0.753 4.330  0.08
C: 3.186 1.290 3.644  -0.14
H: 1.670 -1.476 2.358  0.06
H: 1.019 0.242 -2.717  -0.02
C: 1.758 5.263 1.309  -0.12
H: 1.352 2.497 -0.377  0.09
Ba: -3.755 -0.904 -0.181  1.46
H: -2.836 -3.415 -1.895  -0.10
C: 2.783 2.216 2.681  -0.07
H: -3.954 -2.488 -2.963  -0.13
Ga: 0.735 -0.243 -0.219  -0.04
H: -1.436 1.006 -1.065  -0.15
C: 1.990 1.811 1.593  -0.21

Forces on the atoms, in the same order (eV/Å):
H 0.33 -0.30 -0.22
H -0.11 0.33 0.09
C -0.30 -0.34 -0.59
N -0.43 0.48 -0.43
C -0.28 -0.10 -0.28
H 0.03 -0.02 -0.16
H 0.07 -0.07 -0.22
H -0.20 0.13 0.02
H -0.08 -0.09 -0.06
H 0.01 0.09 -0.13
H 0.03 0.11 0.11
C -0.01 -0.32 0.25
H 0.07 -0.21 -0.12
Cl 0.27 -1.28 0.14
H 0.03 0.04 0.23
C 0.78 0.30 1.00
C -0.20 -0.20 0.35
C 0.79 -0.05 0.00
H 0.02 -0.28 0.00
C 0.04 0.10 -0.35
H -0.01 -0.10 -0.07
H -0.23 0.02 0.13
H 0.03 -0.20 0.11
H 0.13 0.07 -0.15
C 0.38 -0.12 -0.43
C -0.13 -0.36 -0.20
H 0.16 0.15 -0.03
H 0.05 0.13 -0.11
C -0.13 -0.01 -0.04
H 0.13 0.13 -0.05
H 0.12 0.05 0.03
C 0.22 -0.37 0.28
H -0.12 -0.06 0.60
Ba 0.73 0.66 -0.02
H -0.23 0.08 -0.14
C -0.28 -0.10 -0.25
H 0.03 -0.26 0.00
Ga -2.28 1.74 -0.03
H 0.14 -0.04 0.01
C 0.44 0.25 0.74


5.
# C13H23BiF5NO2P2

A structure of composition C13H23BiF5NO2P2 at a distorted geometry (wB97M-V/def2-TZVPD, the Open Molecules 2025 dataset).

As for the calculated total energy: -2110.363729 Ha. For the HOMO energy (alpha / beta), the calculation gives -15.29 / -14.15 eV. As for the total charge: +2. The HOMO-LUMO gap (alpha / beta) is 7.8 / 5.3 eV.

Last column: Löwdin charge in e.
Element x y z (Å)
H: -0.450 -2.280 1.005  -0.08
O: -2.014 -2.384 -2.521  -0.04
H: -1.096 -3.042 -1.465  0.00
C: 1.270 1.968 3.509  -0.54
P: -2.528 0.055 0.429  0.73
C: -0.020 1.614 2.740  -0.47
H: -1.713 1.765 -3.511  0.13
C: -0.819 1.584 -2.915  0.03
H: 0.539 2.676 -4.190  0.14
F: -1.051 1.593 3.660  0.04
H: 0.122 -3.974 -0.897  0.05
C: -2.231 0.323 -1.295  -0.20
H: 2.652 -3.110 -0.002  0.07
H: 2.038 -2.161 -1.401  0.06
H: 2.810 1.557 0.187  0.11
H: -4.605 -1.112 0.009  0.08
C: 1.360 1.022 -1.334  -0.29
C: -3.393 1.456 1.208  -0.21
H: 3.657 -1.621 2.406  0.07
Bi: -0.161 -0.590 1.496  1.44
C: 2.588 0.708 -0.482  -0.26
C: -0.968 0.843 -1.711  -0.32
F: 2.283 2.219 2.618  0.11
C: -3.674 -1.357 0.543  -0.22
H: 3.473 0.535 -1.117  0.12
H: -3.542 1.268 2.280  0.07
H: -3.905 -1.558 1.599  0.07
H: -2.195 -1.408 -2.447  0.04
F: -0.273 2.660 1.871  0.04
F: 1.117 3.070 4.276  0.18
H: 4.660 -0.647 1.287  0.08
H: -2.325 -2.671 -3.393  0.10
H: 3.769 -2.044 -0.928  0.07
C: 2.740 -2.161 -0.553  -0.23
H: -3.082 0.569 -1.942  0.12
C: 1.526 1.788 -2.489  0.03
P: 2.373 -0.774 0.565  0.74
H: 3.565 0.168 2.446  0.04
H: 2.528 2.144 -2.717  0.14
O: -0.559 -3.327 -0.644  -0.18
C: 0.422 2.073 -3.289  0.01
N: 0.150 0.598 -0.933  0.03
H: -3.208 -2.247 0.094  0.05
H: -2.808 2.379 1.096  0.06
F: 1.663 0.942 4.322  0.13
C: 3.689 -0.709 1.795  -0.22
H: -4.376 1.598 0.735  0.07

Forces on the atoms, in the same order (eV/Å):
H -0.12 -0.39 -0.24
O -0.69 1.49 -0.53
H 1.05 -0.78 1.15
C 0.99 0.54 0.99
P -0.67 -0.70 0.26
C -0.78 2.81 1.27
H 0.27 0.02 0.05
C -0.45 -0.37 0.28
H -0.08 -0.20 0.25
F 1.00 -0.41 -1.21
H -0.60 0.24 -0.06
C 0.16 1.64 -0.19
H 0.05 0.31 -0.26
H 0.18 -0.01 0.33
H -0.07 -0.17 -0.25
H 0.27 -0.08 0.19
C -0.69 -0.22 0.60
C 0.04 0.45 -0.23
H 0.06 0.24 -0.13
Bi 0.21 -0.49 0.34
C -0.19 0.02 0.15
C 0.98 -0.02 -0.09
F -0.91 -0.44 0.62
C 0.11 -0.09 0.03
H -0.33 0.21 0.12
H 0.13 -0.12 -0.29
H 0.04 0.06 -0.32
H 0.26 -1.50 -0.29
F 0.16 -1.17 0.53
F 0.05 -1.23 -0.94
H -0.19 -0.05 0.10
H 0.06 0.01 0.23
H -0.29 -0.08 0.14
C -0.08 -0.15 0.06
H 0.18 -0.26 0.14
C -0.10 0.07 -0.25
P 0.25 0.11 -0.78
H 0.05 -0.29 -0.18
H -0.26 -0.02 -0.17
O -0.08 0.16 -0.85
C 0.27 0.11 0.06
N 0.24 -0.03 -0.11
H -0.17 0.25 0.14
H -0.13 -0.25 0.04
F -0.51 0.85 -1.10
C 0.06 0.01 0.33
H 0.26 -0.10 0.08


6.
# C13H23Br3FN3O6

A structure of composition C13H23Br3FN3O6 at a distorted geometry (wB97M-V/def2-TZVPD, the Open Molecules 2025 dataset).

As for the calculated total energy: -8946.687436 Ha. For the HOMO energy, the calculation gives -8.61 eV. The HOMO-LUMO gap is 8.1 eV.

Last column: Löwdin charge in e.
Element x y z (Å)
H: -1.557 -1.669 -3.520  0.14
H: -1.472 1.168 0.798  0.03
H: 1.901 -1.273 1.101  0.11
O: -0.440 1.889 -0.835  -0.10
Br: -2.047 1.352 3.262  0.67
H: 0.410 4.748 0.035  0.12
H: -2.796 3.253 4.649  -0.03
H: -3.004 -2.037 -1.470  0.14
H: 3.180 -3.772 1.980  0.08
C: -2.599 -3.517 -3.541  -0.48
C: 1.212 -1.584 -0.903  -0.14
Br: -3.677 3.990 2.464  0.60
O: -2.387 -4.568 -3.982  0.22
N: -2.030 -2.302 -1.553  0.10
C: 2.862 2.031 0.675  -0.06
C: -0.795 0.836 0.010  -0.21
O: 3.579 -2.983 1.608  -0.07
Br: -4.885 1.942 4.566  0.59
H: 1.479 -2.263 -1.708  0.12
H: 3.988 -2.776 -0.353  0.11
C: -0.214 -3.490 -0.132  -0.69
F: -3.834 -3.005 -3.572  0.11
C: 3.096 -2.850 0.264  -0.23
H: 3.836 1.923 1.140  0.08
O: -0.869 -3.821 0.878  0.00
H: 1.096 -0.596 -1.345  0.11
H: 3.031 -0.760 -0.156  0.10
C: -1.604 -2.589 -2.933  -0.05
O: 0.353 -4.157 -1.010  -0.01
C: 2.327 -1.532 0.138  -0.15
H: -1.992 3.086 -0.109  0.09
H: 0.087 0.451 0.506  0.12
H: 2.927 1.909 -0.400  0.08
H: -2.322 0.111 -1.241  0.17
C: 2.170 3.333 1.074  -0.24
H: 2.251 1.227 1.073  0.06
H: 2.352 4.071 0.298  0.11
C: -3.279 2.714 3.849  -1.62
C: -0.089 3.926 0.542  -0.19
H: 2.609 3.666 2.011  0.12
N: -1.490 -0.183 -0.753  0.18
C: -0.965 3.147 -0.465  -0.17
H: 2.498 -3.706 -0.031  0.11
N: -0.080 -1.983 -0.284  0.08
H: -0.774 4.383 1.259  0.09
C: -1.181 -1.463 -0.858  -0.31
H: -0.997 3.732 -1.381  0.12
H: -0.649 -3.102 -2.907  0.13
O: 0.782 3.094 1.262  -0.15

Forces on the atoms, in the same order (eV/Å):
H 0.07 0.03 -0.20
H 0.02 0.15 -0.22
H -0.01 0.06 0.20
O -0.17 -0.15 -0.16
Br -0.12 0.13 0.25
H 0.40 -0.06 -0.07
H 0.03 0.03 0.00
H -0.01 0.04 -0.21
H -0.01 0.00 0.12
C 0.38 0.63 0.22
C 0.44 1.07 0.72
Br 0.03 -0.02 -0.04
O 0.31 -1.77 -0.83
N -0.56 0.63 0.39
C -0.43 -0.02 0.30
C -0.12 0.46 0.62
O -0.10 -0.20 -0.11
Br 0.01 0.01 -0.01
H -0.29 -0.32 -0.04
H -0.01 -0.26 -0.36
C -0.74 -2.26 1.44
F -0.77 0.61 0.23
C 0.38 0.48 0.69
H 0.25 0.12 -0.14
O 0.87 0.92 -1.35
H -0.15 0.14 -0.02
H 0.09 0.24 0.12
C -0.03 0.12 0.66
O -0.13 0.63 0.18
C -0.11 -0.42 -0.49
H -0.10 -0.36 0.18
H 0.07 -0.47 -0.13
H 0.07 -0.04 -0.15
H 0.04 0.17 -0.12
C 0.60 -0.76 -0.12
H -0.02 -0.25 0.03
H -0.15 0.34 0.05
C -0.03 -0.11 0.08
C -0.72 -0.09 0.45
H -0.14 0.31 0.16
N 0.02 -0.13 -0.18
C 0.31 0.53 -0.39
H -0.09 -0.08 -0.07
N -0.02 0.15 -1.86
H -0.04 0.17 0.07
C 0.54 -0.57 0.52
H -0.07 0.00 -0.18
H 0.17 -0.05 0.04
O 0.06 0.24 -0.29


Q: Look up the calculated total energy of the second one.
A: -2076.150464 Ha


Q: Which value of calculated total energy does entry 6 give?
A: -8946.687436 Ha


Q: Which of these has the lowest calculated total energy?
A: C13H23Br3FN3O6


Q: Which formula does entry 1 have?
A: C13H22N3O2